No. 1
Here is a molecular structure, C21H39F4O24P3 at a distorted geometry from the OMol25 dataset. Energies are from ωB97M-V with the def2-TZVPD basis set.

Output
Net charge: 0
ΔE to the lowest compared entry with this formula, charge and spin (kcal per mole): 584.9

The geometry in XYZ format:
```
91
Properties=species:S:1:pos:R:3:lowdin_charge:R:1
C 5.177 -1.159 1.782 -0.03
C 4.542 -1.062 3.219 -0.31
O 4.605 0.344 3.359 0.16
C 4.517 0.951 2.167 -0.56
O 4.118 2.037 1.844 0.03
O 5.134 0.156 1.334 0.06
F 5.300 -1.653 4.071 0.16
H 4.689 -1.855 1.099 0.08
H 6.222 -1.468 1.788 0.15
H 3.517 -1.433 3.222 0.17
C -2.133 0.932 -3.935 -0.01
C -2.205 0.076 -2.656 -0.27
O -3.285 0.658 -1.932 0.11
C -3.824 1.713 -2.580 -0.45
O -4.733 2.472 -2.210 0.04
O -3.133 1.928 -3.694 0.09
F -1.127 0.214 -1.946 0.05
H -2.278 0.550 -4.945 0.14
H -1.194 1.457 -4.113 0.14
H -2.410 -0.969 -2.892 0.19
C -2.757 -0.225 0.914 -0.21
C -4.239 -0.219 0.724 -0.26
O -4.172 -1.299 -0.193 0.15
C -3.128 -2.104 0.030 -0.51
O -2.922 -3.213 -0.455 0.12
O -2.315 -1.522 0.926 0.12
F -4.596 0.947 0.179 0.10
H -2.363 0.219 1.828 0.14
H -2.398 0.288 0.022 0.05
H -4.804 -0.416 1.634 0.19
C 2.184 1.595 2.819 -0.07
C 0.881 2.374 3.056 -0.24
O 0.358 1.638 4.167 0.15
C 1.264 1.040 4.873 -0.50
O 1.227 0.696 6.100 0.08
O 2.375 0.910 4.098 0.07
F 0.332 2.157 1.874 0.07
H 2.939 2.357 2.627 0.10
H 2.128 0.916 1.968 -0.05
H 0.931 3.448 3.240 0.18
C -5.130 4.396 -1.384 -0.12
O -4.489 4.301 -0.103 -0.20
P -2.958 4.650 0.098 0.51
O -2.446 5.998 -0.281 -0.25
O -2.696 4.192 1.691 -0.22
C -3.112 2.870 2.093 -0.09
O -2.306 3.429 -0.816 -0.24
C -0.847 3.194 -1.032 0.00
H -4.453 4.475 -2.235 0.10
H -5.716 5.313 -1.344 0.10
H -5.769 3.531 -1.560 0.08
H -3.481 3.168 3.074 0.11
H -2.494 1.972 2.118 0.06
H -3.913 2.584 1.411 0.06
H -0.786 3.194 -2.120 0.11
H -0.766 2.206 -0.578 -0.04
H -0.204 3.903 -0.510 0.11
C 3.103 1.381 0.243 -0.06
O 2.551 0.306 1.021 -0.22
P 1.502 -0.772 0.396 0.58
O 0.881 -1.566 1.466 -0.19
O 2.331 -1.601 -0.737 -0.20
C 3.277 -2.685 -0.330 -0.13
O 0.439 0.104 -0.516 -0.14
C -0.747 0.607 0.066 -0.16
H 4.162 1.122 0.219 0.11
H 2.888 2.356 0.679 0.12
H 2.600 1.506 -0.717 0.11
H 3.483 -2.653 0.740 0.09
H 4.164 -2.576 -0.954 0.09
H 2.643 -3.522 -0.623 -0.22
H -0.816 0.570 1.153 0.11
H -1.610 0.050 -0.298 0.03
H -0.913 1.659 -0.164 0.00
C -0.437 -2.783 -0.623 -0.15
O 0.422 -3.203 -1.629 -0.16
P 1.516 -4.447 -1.382 0.67
O 2.460 -4.526 -0.260 -0.09
O 2.423 -4.393 -2.735 -0.19
C 3.417 -3.394 -2.929 -0.08
O 0.574 -5.784 -1.646 -0.18
C 0.101 -6.188 -2.847 -0.18
H -1.094 -3.497 -0.127 0.11
H -0.854 -1.797 -0.828 0.08
H 0.194 -2.599 0.247 0.04
H 3.082 -3.026 -3.899 0.10
H 4.380 -3.844 -3.171 0.10
H 3.516 -2.688 -2.104 0.03
H 0.237 -5.582 -3.742 0.09
H -0.988 -6.147 -2.817 0.09
H 0.259 -7.240 -3.085 0.09
```

No. 2
Here is 3 unconnected molecules or ions with the total composition C21H39FN4O5 at a distorted geometry from the OMol25 dataset. Energies are from ωB97M-V with the def2-TZVPD basis set.

Output
Net charge: 0

The geometry in XYZ format:
```
70
Properties=species:S:1:pos:R:3:nbo_charge:R:1
O -1.096 1.720 -5.574 -0.52
C -0.216 2.471 -5.100 0.65
N -0.603 3.732 -4.393 -0.65
C 0.684 4.407 -4.031 -0.23
C 1.737 3.204 -3.847 -0.30
C 3.222 3.759 -3.602 -0.07
C 3.704 5.137 -4.188 -0.18
C 5.173 5.567 -3.826 -0.27
C 5.986 4.605 -2.930 0.02
N 5.586 3.339 -2.410 -0.42
C 4.251 2.967 -2.743 0.03
C 1.412 2.297 -5.123 0.12
F 1.879 2.914 -6.331 -0.35
H -1.196 3.470 -3.589 0.39
H 0.576 5.042 -3.081 0.22
H 0.973 5.128 -4.875 0.21
H 1.456 2.713 -2.855 0.24
H 3.021 5.807 -4.827 0.23
H 5.583 6.559 -4.194 0.24
H 7.048 4.955 -2.651 0.21
H 3.883 1.960 -2.318 0.21
H 1.756 1.237 -4.870 0.21
C 0.563 3.518 0.162 -0.24
O 1.782 2.819 0.282 -0.56
C 2.466 3.087 1.509 -0.07
C 2.509 1.829 2.376 -0.24
N 1.180 1.502 2.896 -0.63
C 1.109 0.189 3.538 -0.25
C 1.321 -1.043 2.644 -0.09
O 0.291 -1.238 1.680 -0.55
C 0.483 -0.537 0.461 -0.25
H 0.180 3.344 -0.846 0.18
H -0.173 3.155 0.884 0.17
H 0.716 4.594 0.292 0.17
H 2.028 3.932 2.050 0.18
H 3.492 3.362 1.243 0.19
H 3.193 1.994 3.214 0.20
H 2.903 1.012 1.762 0.17
H 0.512 1.522 2.132 0.35
H 0.111 0.111 3.981 0.20
H 1.825 0.157 4.367 0.19
H 1.288 -1.922 3.295 0.19
H 2.310 -1.058 2.171 0.16
H 1.540 -0.415 0.209 0.17
H -0.013 0.435 0.502 0.16
H 0.004 -1.110 -0.337 0.19
C -5.191 -6.896 1.097 -0.25
O -3.807 -6.770 1.383 -0.56
C -3.082 -6.094 0.353 -0.07
C -2.563 -4.750 0.865 -0.24
N -3.661 -3.802 1.063 -0.63
C -3.260 -2.583 1.768 -0.25
C -2.812 -2.734 3.230 -0.08
O -3.853 -3.142 4.113 -0.55
C -4.032 -4.546 4.206 -0.25
H -5.641 -7.519 1.872 0.19
H -5.683 -5.920 1.109 0.16
H -5.346 -7.382 0.129 0.17
H -3.677 -5.972 -0.559 0.18
H -2.224 -6.726 0.104 0.18
H -1.858 -4.337 0.138 0.19
H -2.027 -4.934 1.802 0.17
H -4.396 -4.255 1.597 0.35
H -4.127 -1.914 1.752 0.20
H -2.468 -2.084 1.199 0.20
H -2.502 -1.743 3.576 0.19
H -1.930 -3.376 3.339 0.16
H -3.099 -5.098 4.068 0.17
H -4.783 -4.880 3.486 0.16
H -4.419 -4.771 5.204 0.19
```

No. 3
Here is a molecular structure, C21H39INO2P2Y at a distorted geometry from the OMol25 dataset. Energies are from ωB97M-V with the def2-TZVPD basis set.

Output
Net charge: +2
ΔE to the lowest compared entry with this formula, charge and spin (kcal per mole): 0.0

The geometry in XYZ format:
```
67
Properties=species:S:1:pos:R:3:nbo_charge:R:1
C 5.943 -6.279 -1.087 -0.74
C 4.558 -5.909 -0.602 0.56
H 6.086 -7.351 -0.898 0.27
H 6.711 -5.719 -0.546 0.27
H 6.046 -6.092 -2.160 0.27
O 3.743 -6.642 -0.100 -0.45
I 3.925 -3.799 -0.823 -0.11
Y 0.646 -0.516 -0.227 1.67
P -0.629 -1.854 -2.267 0.77
C -2.368 -2.358 -2.471 -0.92
C -0.507 -0.415 -3.392 -0.94
H -0.820 -0.735 -4.397 0.27
H 0.157 -3.189 -4.158 0.27
H 0.526 -0.033 -3.449 0.24
H 1.485 -2.759 -3.023 0.25
H -3.007 -1.567 -2.048 0.27
H -1.152 0.410 -3.053 0.27
C 0.435 -3.078 -3.101 -0.93
H -2.620 -2.510 -3.531 0.27
H 0.363 -4.045 -2.588 0.27
H -2.557 -3.276 -1.894 0.26
P 1.315 -0.732 2.427 0.75
C 0.314 -0.891 3.939 -0.93
C 2.828 -1.712 2.693 -0.93
H 2.614 1.235 1.686 0.24
H 2.413 1.141 3.467 0.27
H 1.072 1.730 2.421 0.28
C 1.903 1.009 2.500 -0.93
H 3.487 -1.621 1.816 0.25
H 3.357 -1.386 3.600 0.27
H 0.914 -0.651 4.830 0.27
H -0.068 -1.921 4.011 0.26
H 2.560 -2.776 2.775 0.27
H -0.553 -0.217 3.892 0.26
C -1.150 -1.670 0.595 0.41
O -2.062 -2.229 1.074 -0.37
C -4.420 4.327 -0.114 -0.64
C -3.547 3.214 0.387 0.03
C -3.965 2.445 1.480 -0.22
C -3.163 1.432 2.009 0.03
C -3.664 0.672 3.197 -0.64
C -1.920 1.207 1.413 -0.29
C -1.490 1.898 0.257 0.15
C -2.301 2.954 -0.190 -0.24
N -0.291 1.491 -0.357 -0.89
C 0.592 2.469 -1.018 0.12
C 0.039 2.911 -2.376 -0.63
C 0.767 3.700 -0.118 -0.63
C 1.935 1.759 -1.236 -0.61
H -5.410 3.959 -0.414 0.24
H -4.567 5.088 0.664 0.24
H -3.963 4.816 -0.981 0.22
H -4.918 2.652 1.962 0.22
H -3.799 1.350 4.052 0.24
H -4.651 0.242 2.989 0.24
H -3.002 -0.145 3.514 0.20
H -1.215 0.470 1.843 0.17
H -1.995 3.596 -1.015 0.21
H 0.478 3.885 -2.654 0.24
H 0.290 2.190 -3.163 0.20
H -1.044 3.014 -2.407 0.23
H 1.206 3.418 0.846 0.20
H 1.438 4.425 -0.602 0.23
H -0.192 4.196 0.083 0.25
H 2.479 1.610 -0.288 0.22
H 1.820 0.790 -1.778 0.13
H 2.559 2.373 -1.898 0.29
```

Looking at DFT total energy for the records above, in order, we have -110265.1723, -41317.6786, -55702.6405 eV.
Looking at LUMO level for the records above, in order, we have 0.03, 0.06, -7.29 eV.